(1)
Entry from the OMol25 dataset: a structure of composition C33H30Br2FN4SSbTi (wB97M-V/def2-TZVPD).

Geometry as XYZ:
```
73
Properties=species:S:1:pos:R:3:forces:R:3
Ti 2.049666 -1.590146 1.103553 0.2361 0.5935 0.2917
C -1.132457 -3.345043 3.711983 0.0381 0.0750 0.0084
C -0.233229 -2.878593 2.615928 -0.0016 -0.0605 0.0246
N 0.971645 -2.459724 2.786451 0.0885 -0.0700 -0.2530
N 1.490568 -2.396201 4.036218 -0.2242 -0.1110 0.1836
C 2.787630 -2.190572 4.046441 0.0279 0.0205 0.0054
N 3.363415 -2.108994 5.262169 -0.0087 0.0159 -0.0156
S 3.839549 -2.074818 2.665011 -0.1136 -0.0385 -0.1236
C -0.679669 -2.931968 1.208040 0.1952 -0.0660 -0.1027
C -1.909669 -3.444800 0.825291 -0.0591 0.1208 -0.0805
C -2.225479 -3.495053 -0.525379 -0.0318 -0.0322 0.0407
C -1.299504 -3.073525 -1.462418 0.0806 0.0152 0.0442
C -0.080741 -2.595892 -1.008559 -0.0947 -0.0343 -0.0832
N 0.212693 -2.510108 0.286669 0.1221 -0.0363 0.1980
H -0.666816 -3.151002 4.672834 -0.0033 -0.0069 -0.0070
H -1.318882 -4.417197 3.616127 -0.0173 -0.0027 0.0120
H -2.093540 -2.830049 3.662138 -0.0082 -0.0076 0.0108
H 2.769094 -2.059257 6.071865 -0.0044 -0.0073 -0.0025
H 4.318288 -1.809891 5.328994 0.0051 -0.0047 0.0038
H -2.613821 -3.789123 1.567907 0.0047 0.0113 0.0168
H -3.189476 -3.871527 -0.841478 -0.0017 0.0024 0.0094
H -1.505694 -3.109235 -2.522258 0.0059 0.0057 -0.0023
H 0.692389 -2.262992 -1.690781 0.0106 -0.0124 0.0105
Br 2.652758 -4.973699 0.380755 -0.0792 0.0071 -0.0130
C 4.235177 -4.895801 -0.578215 -0.0119 0.0819 0.0439
Br 3.483439 -1.130739 -0.922473 -0.2283 -0.1493 0.0500
H 4.162104 -5.019779 -1.644367 0.0124 -0.0008 0.0087
H 5.074836 -4.444423 -0.078450 -0.0040 0.0072 -0.0138
F 0.685997 4.141708 3.309600 0.0023 0.0051 0.0013
C 0.975947 2.901610 2.857516 0.0178 -0.0261 -0.0121
C -0.009954 1.936768 2.882217 -0.0696 -0.0008 0.0264
C 0.296352 0.663505 2.413688 0.0347 0.0784 0.0114
C 1.562763 0.340168 1.917509 0.0747 -0.3996 -0.3153
C 2.522719 1.358326 1.923081 0.0299 -0.0028 0.0173
C 2.247089 2.636947 2.391505 -0.0312 0.0146 -0.0091
H -0.990778 2.185342 3.269204 0.0046 0.0124 -0.0022
H -0.492926 -0.083280 2.441380 0.0084 -0.0200 -0.0112
H 3.520569 1.154823 1.548103 0.0021 0.0085 -0.0036
H 2.990066 3.423663 2.385776 0.0043 0.0018 0.0012
C 0.640099 5.633910 -0.365478 -0.0019 0.0025 0.0003
C -0.653712 5.132825 -0.350905 -0.0023 0.0050 -0.0022
C -0.882755 3.786779 -0.605876 -0.0120 -0.0055 0.0011
C 0.181530 2.930176 -0.866912 -0.0182 -0.0777 -0.0489
C 1.477927 3.440116 -0.875301 -0.0137 0.0145 0.0181
C 1.706245 4.787447 -0.634800 0.0072 -0.0021 0.0066
Sb -0.014100 0.835364 -1.237970 -0.0392 0.0777 -0.0659
C -0.073388 0.923857 -3.385094 0.0259 -0.0266 0.1134
C -0.902618 1.786148 -4.098594 -0.0115 0.0170 0.0001
C -0.888948 1.788291 -5.485661 -0.0127 0.0138 0.0012
C -0.042828 0.928310 -6.175393 0.0210 -0.0169 -0.0012
C 0.793853 0.072235 -5.475955 -0.0094 0.0019 -0.0146
C 0.778395 0.072552 -4.085676 -0.0158 0.0061 0.0207
C -2.139003 0.643923 -0.956921 0.0731 -0.0257 0.0166
C -2.935090 0.023534 -1.917869 -0.0001 0.0097 -0.0055
C -4.273682 -0.251320 -1.666683 0.0030 0.0018 -0.0030
C -4.837147 0.090581 -0.445675 0.0053 -0.0050 -0.0059
C -4.055955 0.710244 0.520420 -0.0113 0.0084 0.0305
C -2.717041 0.978436 0.268724 -0.0032 -0.0233 -0.0270
H 0.817480 6.682606 -0.163993 0.0003 0.0001 0.0005
H -1.488114 5.790047 -0.139824 0.0027 0.0047 -0.0009
H -1.898193 3.407317 -0.596493 0.0055 0.0184 -0.0043
H 2.320453 2.781332 -1.060420 0.0045 0.0042 -0.0003
H 2.718108 5.173378 -0.645641 -0.0040 0.0029 0.0014
H -1.563135 2.464097 -3.568562 -0.0011 0.0012 0.0002
H -1.535337 2.463930 -6.032086 -0.0021 0.0015 0.0057
H -0.031726 0.932067 -7.258011 -0.0021 0.0041 0.0006
H 1.463914 -0.590696 -6.009033 -0.0009 0.0023 -0.0025
H 1.453226 -0.583042 -3.543243 0.0089 -0.0002 -0.0075
H -2.510708 -0.240557 -2.880253 -0.0075 -0.0008 -0.0116
H -4.878116 -0.726337 -2.430063 -0.0046 0.0017 0.0004
H -5.881590 -0.117478 -0.250683 -0.0005 0.0029 0.0038
H -4.490778 0.988547 1.472847 -0.0005 -0.0027 -0.0012
H -2.119416 1.461921 1.033507 0.0035 -0.0038 0.0119
```
Forces are in eV/Å.

The HOMO energy (alpha / beta) is -0.2834 / -0.2879 Ha. For the LUMO energy (alpha / beta), the calculation gives -0.922 / -0.959 eV. The largest force on an atom is 0.70 eV/A. As for the multiplicity: 3. As for the total charge: 0.

Atomic partial charges in e from the Mulliken method, atoms 1 to 6: 0.557, -1.782, 0.451, 1.282, -1.555, 0.561

(2)
Entry from the OMol25 dataset: a structure of composition C33H30FN8O6PSW in a non-equilibrium geometry (wB97M-V/def2-TZVPD).

Geometry as XYZ:
```
81
Properties=species:S:1:pos:R:3:forces:R:3
W -0.014848 -0.535799 -0.972283 -1.6834 -0.0660 -0.6139
C 3.437797 -2.385793 -4.916383 2.0671 1.5890 0.3415
N 3.209454 -1.873696 -3.517995 -0.8132 -0.0585 1.2910
C 3.958840 -0.880233 -2.815414 -0.2222 -0.7854 0.4910
C 3.198199 -0.462437 -1.751909 -0.7996 -1.3192 -1.8422
N 1.967266 -1.113683 -1.827688 0.0294 -1.2272 0.3292
C 2.048521 -2.078702 -2.815389 1.2963 2.5696 0.3011
P 0.823723 -3.418549 -3.075144 0.1512 0.6606 -0.7811
C 0.489039 -3.704389 -1.320728 -0.3023 -0.2119 1.5526
N -0.107833 -2.745580 -0.579718 -0.0997 -0.5037 -0.2485
C -0.413494 -3.303086 0.641516 -0.0936 0.7804 0.8245
C 0.149631 -4.525298 0.710006 0.2919 -2.6228 -0.3091
N 0.684625 -4.849114 -0.557587 -1.4528 3.2948 0.5663
C 1.393421 -6.046305 -0.922022 0.7975 0.0852 -1.3049
C -0.519270 -2.215459 -3.520409 -1.0142 -0.2379 -0.6385
N -0.635416 -0.963922 -3.050437 -1.3209 -0.8515 0.0756
C -1.752806 -0.392566 -3.712017 1.4623 -0.9694 1.2897
C -2.231027 -1.270128 -4.597216 -1.1479 -1.1765 -0.7213
N -1.498667 -2.495216 -4.461364 1.1974 3.1421 1.0682
C -1.528629 -3.598059 -5.367705 -2.5081 -1.8464 -1.4762
H 4.417545 -2.958195 -4.915359 -1.4511 0.4372 -0.2290
H 3.600780 -1.413641 -5.475116 -0.1679 -1.3774 0.2170
H 2.579778 -2.907546 -5.360631 0.3626 0.0316 0.6143
H 5.041206 -0.697838 -2.879328 -0.7842 -0.1246 -0.8214
H 3.442592 0.195395 -0.952398 0.0043 0.5113 0.2938
H -1.028143 -2.813783 1.430187 0.8288 -0.2678 -0.9224
H 0.167594 -5.302060 1.519030 -0.0880 1.0725 -0.9716
H 1.712361 -6.535091 -0.020131 0.1008 -0.3136 0.2546
H 2.290255 -5.714065 -1.492915 -0.5154 -0.5803 0.3930
H 0.788689 -6.716873 -1.552253 0.1531 0.2551 0.3647
H -2.126139 0.553968 -3.402912 -0.1185 0.3628 -0.1645
H -3.134318 -1.065684 -5.240605 1.3625 -0.9048 0.6175
H -1.842151 -3.238086 -6.399854 1.0351 -0.3514 1.1669
H -2.424893 -4.267106 -5.108952 1.3467 0.7244 -0.0807
H -0.623804 -4.243712 -5.364349 -0.5311 0.8346 -0.0525
C -3.280863 3.369552 4.183679 -0.7011 0.5563 0.4157
C -2.658106 2.130180 4.869951 -0.9570 1.6229 -0.5773
C -1.738293 2.709065 5.963280 -0.2848 -1.8699 -1.1030
C -1.005195 1.571285 6.622845 1.0358 0.3918 1.3123
C -0.404468 0.620344 5.639548 0.8503 -0.8498 -0.1107
C 0.618671 -0.247685 6.024940 -0.5934 0.4073 1.3456
C 1.200957 -1.101181 5.122234 0.8655 -0.5581 -0.8093
F 2.252157 -1.865765 5.535968 -1.0026 0.3898 -0.3425
C 0.817464 -1.131988 3.798842 0.2656 -0.2958 0.1190
C -0.214211 -0.303876 3.351247 0.3400 0.8418 1.5310
C -0.508119 -0.140755 1.964026 -1.1657 0.2421 -0.4294
O 0.425719 -0.502929 1.165790 -0.7329 -0.1448 -2.3896
C -1.801601 0.400187 1.610828 0.3286 0.4622 0.8555
C -2.441191 1.109982 2.620201 0.1289 -0.0077 1.9033
N -1.942312 1.307242 3.887427 0.6332 -1.2372 -1.8341
C -0.808702 0.551790 4.304025 -1.6661 0.6634 -0.7947
C -2.514291 0.392876 0.270571 -1.0198 0.2407 0.4434
O -3.500212 1.043225 -0.027478 1.7458 -0.8782 0.7923
O -2.017524 -0.550197 -0.547844 2.4793 0.2187 -0.6399
H -3.967564 3.836619 4.926559 0.5688 -0.1721 -0.4774
H -3.894023 3.215667 3.302196 -0.1738 -0.4498 0.0097
H -2.550822 4.128002 3.854247 0.0554 -0.4486 0.4422
H -3.474889 1.511993 5.295706 0.5232 0.2556 -0.0017
H -2.400279 3.236297 6.606870 -0.2410 0.4680 0.8106
H -1.035122 3.390851 5.525992 0.2774 0.4736 -0.3559
H -1.669554 1.024706 7.305958 0.2084 0.1080 -0.0292
H -0.133110 1.980490 7.212723 -1.0526 -0.4686 -0.2724
H 0.922542 -0.336414 7.089150 -0.1131 0.3538 -0.8421
H 1.271612 -1.810561 3.102713 0.3858 -0.0841 -0.1278
H -3.453379 1.490789 2.450238 0.6517 0.1205 -0.1472
O -0.124067 1.580242 -3.664327 1.0608 1.3309 0.4693
C 0.211422 2.166717 -2.645561 -0.9780 0.1451 -1.7089
N 0.064101 1.558649 -1.422426 1.0082 -2.3136 2.2766
S 0.590958 2.541369 -0.153453 0.2627 0.5711 1.5923
O 1.834319 2.096795 0.464613 -1.2462 -0.2234 -0.8982
O -0.530487 2.816842 0.719278 0.6635 -0.4914 -0.4860
C 0.905659 3.901060 -1.155675 0.5127 -0.1780 -1.5064
C 1.449587 5.101791 -0.804407 0.5627 1.2667 1.0483
C 1.587068 6.050042 -1.818068 -0.0228 1.2507 0.1099
C 1.303464 5.762212 -3.161206 -0.3771 0.0538 0.9299
C 0.877995 4.498381 -3.528427 -0.1035 -0.2186 0.8531
C 0.679282 3.581554 -2.494846 -0.1144 -0.4570 -0.3227
H 1.775599 5.360686 0.232689 -0.5905 -0.3634 -0.9764
H 1.828616 7.106882 -1.526435 0.0379 -1.2591 -0.4040
H 1.287849 6.557244 -3.878075 0.3518 0.2485 -0.3168
H 0.643428 4.272092 -4.550671 -0.0408 -0.2685 -0.2310
```
Forces are in eV/Å.

The HOMO energy (alpha / beta) is -0.4834 / -0.4852 Ha. For the LUMO energy (alpha / beta), the calculation gives -6.956 / -6.335 eV. The largest force on an atom is 3.65 eV/A. As for the multiplicity: 3. As for the total charge: +2.

Atomic partial charges in e from the Mulliken method, atoms 1 to 6: 2.286, -0.850, 0.184, -0.853, -0.478, 0.138

(3)
Entry from the OMol25 dataset: a structure of composition C33H30FeIN7O4S (wB97M-V/def2-TZVPD).

Geometry as XYZ:
```
77
Properties=species:S:1:pos:R:3:forces:R:3
Fe -0.237074 -0.794179 0.302254 -0.0282 -0.0189 0.0195
C -3.609605 -3.502774 0.858178 0.0011 0.0162 0.0083
O -2.339404 -4.210964 0.974231 -0.0028 0.0000 0.0025
C -1.408007 -3.280334 0.741513 -0.0306 0.0272 -0.0040
N -1.775166 -2.070931 0.599402 0.0332 -0.0367 0.0253
C -3.225501 -2.006113 0.783137 -0.0018 -0.0123 -0.0336
C -3.885396 -1.231725 -0.330185 0.0023 0.0159 0.0154
C -4.732282 -0.172148 -0.038605 -0.0044 0.0115 -0.0049
C -5.303160 0.570635 -1.063699 -0.0066 0.0019 -0.0016
C -5.020948 0.259669 -2.385017 -0.0005 -0.0116 0.0007
C -4.166502 -0.794483 -2.681393 -0.0249 -0.0065 -0.0008
C -3.604365 -1.539016 -1.657933 -0.0065 -0.0116 0.0103
C 0.025340 -3.596509 0.650275 0.0152 -0.0099 -0.0034
C 0.660276 -4.821966 0.745588 -0.0057 0.0081 0.0019
C 2.041649 -4.848405 0.581990 0.0028 0.0077 -0.0075
C 2.741027 -3.681120 0.302551 0.0103 -0.0145 -0.0014
C 2.019982 -2.503062 0.217442 -0.0533 0.0061 0.0111
N 0.707147 -2.477509 0.416539 0.0404 -0.0066 -0.0025
C 2.491702 -1.160982 -0.155049 0.0055 -0.0075 -0.0102
N 1.684046 -0.175045 -0.108179 0.0182 0.0429 -0.0106
C 2.340301 0.937303 -0.811958 -0.0094 -0.0759 -0.0052
C 3.802820 0.458230 -0.846482 0.0175 -0.0099 0.0253
O 3.701631 -0.981578 -0.682746 -0.0141 0.0212 -0.0119
C 2.180774 2.287984 -0.171854 0.0370 0.0046 0.0061
C 1.669829 2.424490 1.108484 -0.0009 0.0179 0.0085
C 1.579647 3.679283 1.694426 -0.0124 0.0056 0.0179
C 2.012894 4.803057 1.008817 0.0064 0.0048 0.0028
C 2.524901 4.671149 -0.276644 0.0057 -0.0150 0.0031
C 2.602677 3.419016 -0.865799 -0.0103 0.0092 -0.0110
H -4.212169 -3.757694 1.725416 0.0004 -0.0056 -0.0040
H -4.098332 -3.846135 -0.052863 0.0072 0.0004 -0.0040
H -3.412371 -1.497430 1.732791 -0.0003 -0.0002 0.0021
H -4.922885 0.092564 0.995110 -0.0043 -0.0019 0.0013
H -5.955423 1.401637 -0.827465 0.0000 -0.0001 0.0001
H -5.447627 0.850198 -3.185504 0.0020 0.0009 -0.0010
H -3.908738 -1.013008 -3.709602 0.0009 0.0014 0.0009
H -2.896750 -2.326877 -1.891231 -0.0019 0.0036 -0.0022
H 0.091793 -5.720742 0.937221 -0.0022 0.0013 -0.0004
H 2.572585 -5.787342 0.659807 0.0006 0.0010 0.0006
H 3.811390 -3.673538 0.157114 -0.0013 0.0021 0.0008
H 1.912136 0.961659 -1.821369 -0.0069 0.0133 -0.0027
H 4.365562 0.849663 0.003618 0.0042 0.0045 -0.0108
H 4.326666 0.658382 -1.776308 -0.0052 0.0001 -0.0053
H 1.328756 1.545768 1.637394 0.0001 -0.0074 0.0158
H 1.164844 3.771923 2.690864 -0.0199 0.0014 -0.0106
H 1.945002 5.781426 1.467374 -0.0046 0.0007 -0.0034
H 2.854239 5.545437 -0.823439 0.0006 0.0019 -0.0001
H 2.983684 3.320925 -1.876930 0.0025 0.0012 0.0013
N -1.371306 1.745383 3.649939 0.0425 0.0086 0.0047
C -1.122297 1.062495 2.474729 -0.1059 -0.0068 0.0148
S -0.201672 -0.410702 2.595761 0.0105 -0.0136 -0.0114
N -1.567971 1.593775 1.386762 0.0230 -0.0185 -0.0061
N -1.201080 0.909196 0.228535 -0.0100 0.0255 -0.0256
C -1.557679 1.506924 -0.849045 0.0078 -0.0053 0.0155
C -1.344951 1.031291 -2.195720 0.0074 0.0223 -0.0096
C -1.779146 1.871462 -3.233607 -0.0006 -0.0078 0.0046
C -1.684821 1.514506 -4.558736 -0.0075 0.0073 0.0027
C -1.134659 0.264935 -4.870263 0.0095 -0.0099 0.0018
C -0.700052 -0.583147 -3.880274 -0.0035 -0.0017 -0.0267
C -0.787419 -0.241265 -2.505621 0.0066 -0.0024 0.0188
O -0.382911 -1.096687 -1.625427 0.0296 0.0189 -0.0033
H -1.399055 1.175385 4.478561 -0.0012 0.0020 -0.0039
H -2.097624 2.441621 3.578508 0.0022 -0.0024 -0.0023
H -2.074679 2.457963 -0.731828 0.0068 0.0032 0.0025
H -2.210911 2.829649 -2.963258 -0.0011 0.0006 0.0011
H -2.026395 2.181017 -5.338817 0.0012 0.0004 -0.0007
H -1.048446 -0.041172 -5.906736 -0.0012 0.0010 -0.0002
H -0.277661 -1.552155 -4.118327 -0.0004 0.0007 -0.0012
N 2.910995 0.400050 3.671148 0.0124 0.0037 0.0501
C 3.973318 -0.095618 3.011564 -0.0151 0.0689 -0.1022
O 3.922362 -1.060938 2.264785 0.0199 -0.0168 0.0540
C 5.303254 0.588398 3.273045 0.0092 -0.0184 0.0218
I 5.301634 2.634144 2.648357 0.0051 -0.0284 -0.0208
H 1.979194 0.074199 3.419463 -0.0210 -0.0185 -0.0139
H 2.977979 1.304794 4.106512 0.0083 -0.0021 0.0027
H 6.074019 0.080603 2.706678 0.0039 0.0031 0.0010
H 5.546385 0.595109 4.332028 0.0062 0.0034 0.0031
```
Forces are in eV/Å.

The HOMO energy is -0.2473 Ha. For the LUMO energy, the calculation gives -0.171 eV. The largest force on an atom is 0.12 eV/A. As for the multiplicity: 1. As for the total charge: 0.

Atomic partial charges in e from the Mulliken method, atoms 1 to 6: -0.769, -0.575, -0.557, -0.007, 0.594, -0.443